87
Properties=species:S:1:pos:R:3:forces:R:3 method="wB97M-V/def2-TZVPD" de_lowest_kj_mol=14.81 energy_ev=-229060.64441 charge=-1 orbital_gap_ev="4.3 / 5.2" multiplicity=6 s2=8.798
Ru 0.19535 0.38303 0.62113 0.0 0.7 -0.3
O -1.52242 7.10204 -0.07232 -0.1 0.1 0.0
C -1.22635 5.94278 0.04892 0.1 0.0 0.0
S -0.65020 4.92378 -1.27982 0.0 0.0 0.0
C -0.42095 3.46763 -0.33454 0.0 -0.1 0.1
C -0.71005 3.52971 0.97803 0.1 -0.1 -0.1
S -0.48590 2.19956 2.08599 -0.1 -0.1 0.0
S -1.29043 5.06478 1.58871 0.0 0.0 0.0
S 0.17445 2.03080 -1.12852 0.1 0.0 0.0
C -1.04111 -0.39737 5.11720 0.0 0.0 0.0
C -0.49835 -1.02648 3.86191 0.0 0.0 -0.1
O -1.09121 -0.98687 2.80043 0.0 0.0 0.1
N 0.71643 -1.64260 3.98131 0.0 0.1 0.1
C 1.49057 -1.98769 2.80092 0.0 -0.2 -0.1
C 2.47043 -0.88645 2.49412 -0.1 0.2 -0.1
C 3.79393 -0.99276 2.88137 0.1 0.2 0.0
C 4.63821 0.10063 2.72950 -0.1 0.0 0.0
C 4.12034 1.27843 2.22100 0.0 -0.1 0.0
C 2.78735 1.30760 1.84588 0.0 -0.1 0.0
N 1.98624 0.24493 1.94925 0.1 -0.2 0.0
H -2.12567 -0.37853 5.05801 0.0 0.0 0.0
H -0.68749 0.63447 5.15428 0.0 0.0 0.0
H -0.72415 -0.91654 6.02055 0.0 0.0 0.0
H 1.22563 -1.48043 4.83515 0.0 0.0 0.0
H 0.79043 -2.14747 1.97745 0.0 0.1 0.1
H 2.02474 -2.92237 2.98007 0.0 0.0 0.0
H 4.15284 -1.92286 3.30077 0.0 0.0 0.0
H 5.67861 0.03095 3.01540 0.0 0.0 0.0
H 4.72398 2.16382 2.08543 0.0 0.0 0.0
H 2.33136 2.20160 1.44048 0.0 0.0 0.0
C 1.47588 -2.90857 -2.94559 0.0 0.0 0.0
Ge 1.02008 -1.03485 -2.57858 0.0 0.0 0.0
C -0.80301 -0.75127 -3.23710 0.1 0.0 0.0
C 2.22653 0.11475 -3.62768 -0.1 0.0 0.0
C 1.41327 -0.71552 -0.67276 0.1 -0.1 0.1
H 1.45526 -3.09929 -4.01900 0.0 0.0 0.0
H 0.74481 -3.56919 -2.47674 0.0 0.0 0.0
H 2.47039 -3.15307 -2.57296 0.1 0.0 0.0
H -0.73992 -0.49544 -4.29560 0.0 0.0 -0.1
H -1.31249 0.05786 -2.71992 0.0 0.1 0.0
H -1.38602 -1.66507 -3.13081 0.0 0.0 0.0
H 2.29390 -0.26091 -4.64989 0.0 0.0 0.0
H 3.22860 0.13866 -3.19866 0.0 0.0 0.0
H 1.84941 1.13693 -3.66092 0.0 0.0 0.0
H 2.40354 -0.24061 -0.64754 0.0 0.0 0.0
H 1.54483 -1.69857 -0.19571 0.0 0.0 0.0
C -3.18859 -3.59933 3.18267 0.0 -0.1 0.0
C -3.66676 -2.34215 2.48309 0.0 0.1 -0.1
S -5.33844 -2.52154 1.89696 0.0 0.0 0.0
O -5.47220 -3.78809 1.23029 0.0 0.0 -0.1
O -6.23235 -2.19702 2.98714 0.0 0.0 0.1
C -5.55608 -1.20561 0.70240 0.0 0.1 0.1
C -4.96100 -1.40321 -0.68564 -0.1 -0.1 -0.1
N -3.50847 -1.38551 -0.68164 0.3 -0.1 0.0
C -2.75281 -0.35584 -0.20604 0.1 0.2 0.0
N -1.50109 -0.73245 -0.05004 -0.2 -0.2 0.0
C -1.40568 -2.05708 -0.42815 -0.3 -0.1 0.2
C -2.65074 -2.47859 -0.84590 0.0 -0.2 -0.1
N -2.97097 -3.67361 -1.44276 0.2 0.4 0.3
O -2.06184 -4.56418 -1.42828 0.3 -0.2 0.0
O -4.09903 -3.82594 -2.01287 -0.4 0.1 -0.1
C -3.25263 1.02318 0.03194 -0.1 0.1 -0.1
H -2.17959 -3.42355 3.55487 0.0 0.0 0.0
H -3.16165 -4.43139 2.48194 0.0 0.0 0.0
H -3.82927 -3.86476 4.02263 0.0 0.0 0.0
H -3.03162 -2.12770 1.62457 0.0 0.0 0.0
H -3.66924 -1.47339 3.13976 0.0 0.0 0.0
H -5.18286 -0.29861 1.18391 -0.1 -0.1 0.1
H -6.64211 -1.11517 0.63617 0.0 0.0 0.0
H -5.31832 -0.58835 -1.32047 0.0 -0.1 0.0
H -5.24988 -2.35661 -1.13340 0.0 0.1 0.1
H -0.49715 -2.62630 -0.41921 0.0 0.0 0.0
H -4.30654 1.11762 -0.22926 0.1 0.0 0.0
H -2.68347 1.72414 -0.58231 0.0 0.0 0.0
H -3.10719 1.31748 1.07024 0.0 0.0 0.1
Se 3.20460 3.12279 -1.14076 0.0 0.0 0.1
C 4.20223 3.56096 -2.67680 -0.1 0.0 -0.1
C 5.16207 2.67981 -3.18057 0.0 -0.1 0.1
C 5.89389 3.01097 -4.30649 0.0 0.0 0.0
C 5.66985 4.22016 -4.95113 0.0 0.0 0.0
C 4.71002 5.09837 -4.46605 0.0 0.0 0.0
C 3.97926 4.77201 -3.33733 -0.1 0.0 0.0
H 5.31932 1.73291 -2.68104 0.0 0.0 0.0
H 6.63432 2.32086 -4.68928 0.0 0.0 0.0
H 6.23812 4.47601 -5.83597 0.0 0.0 0.0
H 4.52757 6.03796 -4.97133 0.0 0.0 0.0
H 3.22464 5.44685 -2.95449 0.0 0.0 0.0

=====

9
Properties=species:S:1:pos:R:3:forces:R:3 method="wB97M-V/def2-TZVPD" de_lowest_kj_mol=742.26 energy_ev=-17832.18612 charge=0 orbital_gap_ev="6.8 / 6.9" multiplicity=1
C -0.35559 1.55403 -0.43818 0.1 3.4 2.8
C 0.67551 -0.65990 0.92793 1.3 1.8 -0.7
N 0.01569 -0.96743 -0.16818 -1.7 -1.3 2.2
O 0.52226 -0.92532 -1.29864 0.8 -0.5 -0.7
O -0.34459 2.61264 0.06895 0.6 -2.6 -1.0
O -1.25030 -1.19585 -0.03087 1.2 -0.6 -0.4
I -1.34575 0.67418 -1.90317 -1.5 0.3 -2.3
H 0.41482 -0.79458 1.92318 -1.9 -0.6 1.2
H 1.66795 -0.29777 0.91899 1.1 -0.1 -1.1

=====

49
Properties=species:S:1:pos:R:3:forces:R:3 method="wB97M-V/def2-TZVPD" de_lowest_kj_mol=0.00 energy_ev=-76008.79936 charge=+2 orbital_gap_ev="4.6 / 6.2" multiplicity=1
I 0.01491 -1.73131 -3.41521 0.0 -0.1 -0.6
I -0.02881 2.73284 -1.03696 0.0 1.3 -0.9
Al 0.00847 0.53404 0.40639 -0.1 -1.7 1.9
P -2.29946 0.15937 -0.31104 -1.5 -0.7 1.2
C -2.85264 0.11827 -2.03231 0.6 0.2 -0.3
C -3.05225 -1.35412 0.43307 0.4 -0.2 0.0
H -3.99187 -1.61572 -0.08146 0.4 0.3 0.1
H -4.29095 1.39794 0.35923 0.3 0.0 0.1
H -3.26079 -1.20396 1.50495 0.2 0.0 -0.4
H -3.03623 1.37859 1.64722 -0.1 0.0 -0.3
H -2.34407 -0.71565 -2.54916 -0.5 0.5 0.2
H -2.36433 -2.20696 0.34893 -0.3 0.2 0.1
C -3.21506 1.47500 0.56603 0.2 0.2 -0.2
H -3.94176 0.01719 -2.11622 0.3 0.0 0.2
H -2.83435 2.44444 0.22792 -0.3 0.0 0.2
H -2.53849 1.05574 -2.49968 -0.1 -0.1 -0.2
P 2.32573 0.20011 -0.22784 1.2 -0.4 0.3
C 2.84709 0.16124 -1.97394 -0.5 0.0 -0.1
C 3.24481 1.56740 0.54581 -0.2 0.0 0.0
H 3.01520 -1.23544 1.60793 0.0 0.0 -0.3
H 4.13655 -1.37578 0.21463 -0.4 0.1 0.1
H 2.54005 -2.19398 0.18606 0.3 0.2 0.1
C 3.07988 -1.29617 0.51261 -0.3 0.0 0.1
H 3.01603 1.59910 1.61765 0.1 0.0 -0.2
H 4.32227 1.41930 0.40810 -0.2 0.1 0.0
H 3.94008 0.05074 -2.05890 -0.4 0.1 0.2
H 2.53105 1.10283 -2.44590 0.2 -0.3 0.0
H 2.93175 2.51205 0.09172 0.2 0.0 0.1
H 2.33326 -0.67824 -2.48509 0.5 0.6 0.3
C 0.02926 -1.74806 -0.75071 0.6 -7.2 1.7
O 0.13015 -2.90094 -0.46173 -0.6 6.5 -1.5
O -0.04485 -1.42535 8.05417 0.1 1.9 -1.9
N 0.03056 -0.37343 7.38986 0.2 0.5 3.5
O 0.12497 0.76891 7.90063 -0.2 -2.4 -1.5
C 0.00595 -0.46064 5.94347 0.1 0.7 -1.7
C -0.13044 -1.70656 5.30515 -0.3 0.0 -0.6
C -0.23027 -1.75329 3.91828 0.2 0.3 0.7
C -0.07909 -0.61256 3.11253 -0.1 0.4 -0.9
O 0.00861 -0.78367 1.81712 -0.1 1.2 -0.7
C 0.03465 0.65901 3.78050 0.4 -0.5 0.5
C 0.11816 0.71459 5.18510 -0.1 -0.9 0.7
N 0.23919 1.87621 3.06618 0.8 1.5 0.8
O 0.63372 2.90989 3.60344 -1.2 -2.7 -1.4
O -0.00886 1.88581 1.78549 0.2 0.1 0.3
N -0.42631 -3.05708 3.24241 0.5 -2.7 0.3
O 0.39793 -3.95809 3.52169 -1.5 2.3 -0.6
O -1.42025 -3.23655 2.53781 1.3 0.9 0.8
H -0.19302 -2.64066 5.85250 0.0 0.2 0.2
H 0.28605 1.65119 5.69868 -0.1 0.1 0.0

=====

8
Properties=species:S:1:pos:R:3:forces:R:3 method="wB97M-V/def2-TZVPD" de_lowest_kj_mol=0.00 energy_ev=-37685.93002 charge=0 orbital_gap_ev="6.1 / 6.5" multiplicity=6 s2=8.755
O 0.11444 1.08088 -0.22365 0.6 -0.1 0.5
Cr 3.46951 0.17500 0.31641 0.9 0.4 0.2
O 1.79451 -0.41329 -0.26056 0.4 -0.6 0.1
C 0.59861 -0.15398 -0.04061 -3.5 0.3 -0.8
O -0.32844 -1.00252 0.18606 -0.1 -0.1 0.0
C -1.74110 -0.08946 0.13826 1.7 -0.8 -0.3
H -2.61127 -0.71385 -0.01224 0.4 0.1 0.4
C -1.29627 1.11720 -0.10367 -0.5 0.8 -0.3